Density functional theory data (ωB97M-V with the def2-TZVPD basis set) for a cluster of 3 separate species, C3H7N2O2 in total.

Values from the calculation:
**Strongest force on any atom**: 3.80 eV Å⁻¹
**Net charge**: +1
**HOMO energy**: -13.6 eV
**ΔE to the lowest compared entry with this formula, charge and spin**: 208.46 kJ/mol
**Kohn-Sham gap**: 10.16 eV
**E_tot**: -378.17443 a.u.

Element x y z (Å)
O -3.1907 1.6349 -0.3631
O 3.5964 1.8288 0.6929
N 0.7417 -1.1277 0.2192
N -1.1895 0.2846 0.6361
C 3.5362 0.9943 -0.1151
C 3.2328 0.0132 -0.9025
C -0.2527 -0.3579 0.4252
H 0.4899 -2.1072 -0.0743
H -3.3353 2.4978 -0.7987
H -2.0514 0.8897 0.6870
H 3.6642 -0.9440 -0.9855
H -3.8099 1.0195 -0.6892
H 2.5945 0.5197 -1.7217
H 1.7937 -0.9065 -0.0619

Mulliken atomic charge list, values in e, 8 entries: -0.664 -0.304 -0.374 0.018 0.901 -1.392 0.302 0.303


Density functional theory data (ωB97M-V with the def2-TZVPD basis set) for an isolated molecule of C6H11NS.

Values from the calculation:
**Strongest force on any atom**: 1.59 eV Å⁻¹
**Net charge**: 0
**HOMO energy**: -9.1 eV
**ΔE to the lowest compared entry with this formula, charge and spin**: 69.37 kJ/mol
**Kohn-Sham gap**: 9.85 eV
**E_tot**: -688.12281 a.u.
**Structure (SMILES)**: C[C@]12C[C@@H](S)C[C@H]1N2

Element x y z (Å)
S -2.8522 -0.2474 0.6131
N 0.6706 0.5061 1.4419
C 0.9055 -0.2135 0.1979
C 0.5774 1.2419 0.1722
C -0.8501 1.4426 -0.4058
C -0.3309 -0.9910 -0.3082
C 2.3269 -0.7484 0.1312
C -1.4630 -0.0014 -0.5248
H -0.6252 -1.6899 0.4515
H -1.5264 2.0515 0.1943
H 1.3873 1.9569 -0.0268
H -0.6763 1.8745 -1.4339
H 2.9859 0.0558 0.4325
H -0.2977 0.4075 1.7529
H 2.6003 -1.0925 -0.8641
H -0.0355 -1.5591 -1.1778
H -3.3650 -1.3549 0.0409
H -1.8483 -0.0910 -1.5562
H 2.4167 -1.5478 0.8691

Mulliken atomic charge list, values in e, 8 entries: -0.198 -0.739 1.123 -0.344 -0.978 -0.927 -1.365 -0.185


Density functional theory data (ωB97M-V with the def2-TZVPD basis set) for the ion C4H8O2 with charge -2.

Values from the calculation:
**Strongest force on any atom**: 2.35 eV Å⁻¹
**Net charge**: -2
**HOMO energy**: 0.9 eV
**ΔE to the lowest compared entry with this formula, charge and spin**: 40.64 kJ/mol
**Kohn-Sham gap**: 6.62 eV
**E_tot**: -307.53249 a.u.
**Structure (SMILES)**: [O-]CCCC[O-]

Element x y z (Å)
O 2.2305 -2.2870 0.1588
O -1.8933 2.4400 -0.4911
C -1.6954 1.1049 -0.3393
C 0.1252 -0.8046 0.2217
C -0.2361 0.7314 0.0901
C 1.6805 -1.0645 0.1738
H -0.3480 -1.4069 -0.6627
H -1.8490 0.5104 -1.3450
H 1.9766 -0.4902 1.1444
H 0.1405 1.3158 0.9415
H 2.0496 -0.4671 -0.7130
H -2.2973 0.5577 0.4203
H -0.3249 -1.2529 1.1433
H 0.4410 1.1131 -0.7427

Mulliken atomic charge list, values in e, 8 entries: -0.895 -0.932 -0.352 -0.236 -0.522 -0.413 0.200 0.087


Density functional theory data (ωB97M-V with the def2-TZVPD basis set) for a structure of composition C45H41N3O8PSe2W.

Values from the calculation:
**Strongest force on any atom**: 6.12 eV Å⁻¹
**2S+1**: 3
**Net charge**: +1
**HOMO energy (alpha / beta)**: -10.1 / -10.1 eV
**ΔE to the lowest compared entry with this formula, charge and spin**: 216.34 kJ/mol
**Kohn-Sham gap (alpha / beta)**: 6.02 / 5.33 eV
**E_tot**: -7716.70910 a.u.

Element x y z (Å)
W 0.7898 1.2070 -0.5792
Se 3.8124 2.0841 -1.2789
Se 1.9277 3.1542 0.8992
P -0.8305 0.5606 1.4792
O 0.0540 -0.4457 -1.0281
O 2.1501 0.1915 0.1469
O -3.7960 1.6884 -1.8653
O -0.6072 2.7272 -0.1380
O 1.0277 2.5807 -1.8965
O 0.7240 4.6610 -2.7233
O -1.6104 4.6073 -0.8580
O -0.9653 -5.1046 -1.5556
N 2.1763 0.9680 2.5306
N 2.3876 0.0531 -2.4776
N -1.5957 1.3243 -1.9259
C -2.3909 -0.2344 0.8616
C 1.6911 -2.0902 -0.3562
C -1.8894 2.1175 -3.1282
C 3.9388 -1.3542 0.6568
C -0.0970 1.0396 -4.4389
C 4.7657 -0.0895 -2.8386
C 1.1110 -4.4321 -0.7105
C -3.1951 3.5899 2.9572
C 3.8717 0.5082 4.1430
C -2.2766 -4.8314 -1.9924
C 2.5574 -1.1025 0.1355
C 0.1077 -1.8579 2.4885
C -4.7347 -1.6258 0.1335
C -2.9638 -1.2081 1.6832
C -2.3301 -0.0999 -4.3015
C 2.2640 -1.0714 -3.1974
C 4.6127 -1.2415 -3.5741
C -2.3469 4.1985 3.8673
C -0.7311 3.7929 -0.9013
C -4.2116 -0.6454 -0.6844
C -3.0514 0.0627 -0.3446
C 3.8771 2.6015 2.9891
C 3.6311 0.5310 -2.3014
C 2.7373 0.1644 3.4251
C 0.4539 -2.7828 3.4571
C 3.3275 -1.7500 -3.7509
C -0.6190 2.6418 3.2940
C -3.3532 2.5371 -2.9188
C -0.2343 -1.2472 5.1587
C 0.4344 3.7795 -1.9690
C -2.7237 1.0779 -1.3611
C -1.0540 3.7274 4.0291
C 0.2819 -2.4811 4.7992
C 4.4402 1.7587 3.9301
C -1.6082 1.2443 -4.3684
C -4.1072 -1.9008 1.3345
C -1.4789 2.0042 2.3996
C -0.4933 -2.7333 -1.2969
C 2.7596 2.1408 2.3005
C 0.4013 -1.7494 -0.9023
C -0.5773 -0.3182 4.1908
C 2.0027 -3.4793 -0.3046
C -0.1603 -4.0811 -1.2021
C -0.4076 -0.6104 2.8413
C -2.7668 2.4969 2.2230
H -3.4331 3.5795 -2.5917
H -0.3851 4.1992 4.7325
H 0.3868 2.2675 3.4277
H 0.8573 -3.7382 3.1552
H 4.3883 -0.4005 0.9315
H -4.5094 -2.6400 2.0090
H -2.8566 -4.3168 -1.2191
H -2.7253 -5.8017 -2.1998
H -1.2517 3.0029 -3.1970
H 5.4696 -1.7423 -4.0020
H -1.4507 -2.4096 -1.6738
H 4.2915 -0.1882 4.8537
H -0.9970 0.6252 4.4988
H 0.4058 1.9724 -4.6830
H 0.2615 0.7006 -3.4567
H -2.1099 -0.6839 -5.1906
H 2.2596 -0.7964 3.5565
H -2.5102 -1.4356 2.6341
H -0.3783 -1.0067 6.2006
H 2.9612 -3.7784 0.0868
H 3.9160 -1.9925 1.5380
H -2.6909 5.0319 4.4574
H 0.1693 0.2987 -5.1882
H 5.7318 0.3575 -2.6542
H -1.9970 -0.6610 -3.4295
H -4.7140 -0.4095 -1.6096
H 0.2119 -2.1228 1.4472
H 0.5385 -3.2060 5.5558
H -1.9430 1.8035 -5.2484
H -4.1991 3.9611 2.8224
H 1.3484 -5.4815 -0.6556
H 4.2715 3.5775 2.7545
H -2.2781 -4.2293 -2.9049
H 1.2572 -1.4401 -3.3269
H -3.9806 2.3804 -3.7978
H 3.1654 -2.6580 -4.3073
H -3.4083 0.0297 -4.2465
H 4.5596 -1.8403 -0.0942
H 5.3174 2.0635 4.4799
H -5.6227 -2.1587 -0.1637
H -3.4364 2.0328 1.5143

Mulliken atomic charge list, values in e, 8 entries: -0.606 0.300 0.212 2.756 0.499 1.326 -0.425 -0.387


Density functional theory data (ωB97M-V with the def2-TZVPD basis set) for a cluster of 9 separate species, C5H25NO8 in total.

Values from the calculation:
**Strongest force on any atom**: 2.16 eV Å⁻¹
**Net charge**: 0
**HOMO energy**: -9.9 eV
**ΔE to the lowest compared entry with this formula, charge and spin**: 385.28 kJ/mol
**Kohn-Sham gap**: 9.99 eV
**E_tot**: -862.08706 a.u.
**Structure (SMILES)**: C=NC(=C)CC.O.O.O.O.O.O.O.O

Element x y z (Å)
O 0.2305 1.7666 3.0511
O 3.9711 -1.4565 -1.1600
O 0.4661 -0.2356 -2.7398
O 3.6953 2.0058 0.4495
O -1.6536 1.5148 -2.2047
O 2.5467 -1.5319 3.0244
O 2.6936 1.1266 -3.4073
O -1.3916 2.6344 0.5880
N -0.9955 -0.0404 0.9028
C -2.3983 -1.4489 2.2693
C -2.1710 -1.5499 -1.3380
C -2.1144 -0.9071 1.0988
C 0.1357 -0.5908 0.9531
C -2.9606 -1.0605 -0.1118
H -1.4391 -0.7687 -1.5750
H -1.6806 -2.4631 -0.9935
H -3.1239 -2.1987 2.5541
H -2.2581 1.5715 -1.4532
H 1.8841 -1.0599 2.5139
H 1.0333 0.0278 0.8756
H -2.7231 -1.7912 -2.2421
H 2.3134 -2.4633 3.0333
H 3.5266 -1.8153 -0.3899
H -3.7206 -1.8281 0.0650
H -0.2759 -0.6152 -2.2492
H 0.2282 2.2907 2.2361
H -1.5300 2.4307 -2.4751
H 2.3803 0.2268 -3.5177
H 2.7922 2.1017 0.1527
H -3.5668 -0.1917 -0.3949
H -1.7412 -1.3372 3.1297
H 2.0257 1.5691 -2.8808
H 3.2763 -1.0278 -1.6667
H 0.6614 2.4038 3.6355
H 3.6965 2.1382 1.3964
H -0.8848 2.2113 -0.1066
H 0.3702 -1.6207 1.2409
H 0.0504 -0.0356 -3.5867
H -1.3485 2.0185 1.3226

Mulliken atomic charge list, values in e, 8 entries: -0.587 -0.610 -0.545 -0.589 -0.559 -0.637 -0.603 -0.682